1.
Formula: C4H7NOS
Source: the Open Molecules 2025 dataset
Level of theory: ωB97M-V/def2-TZVPD

- SMILES: S=CNC1COC1
- E_HOMO: -8.79 eV
- Total charge: 0
- Kohn-Sham gap: 9.05 eV
- Energy relative to the best compared isomer or geometry (same formula, charge and spin): 434.7 kJ/mol
- Max |F|: 4.75 eV Å⁻¹

Last columns: bonded neighbours and bond lengths (Å).
Element x y z (Å)
1 C -1.7292 0.2541 0.1786  H2 1.233, C6 1.657, O8 1.541, H12 1.240
2 H -2.6700 0.2002 0.9743  C1 1.233
3 H 0.0544 1.7866 -0.2571  N7 0.969
4 C -0.3330 -1.3650 -0.1853  C6 1.562, O8 1.518, H9 1.128, H13 1.179
5 S 2.5808 -0.8105 0.0101  C10 1.687
6 C -0.1387 -0.0074 0.5614  C1 1.657, C4 1.562, N7 1.406, H14 1.063
7 N 0.5161 0.9342 -0.2523  H3 0.969, C6 1.406, C10 1.383
8 O -1.7535 -1.0606 -0.6251  C1 1.541, C4 1.518
9 H 0.5053 -1.3436 -0.9396  C4 1.128
10 C 1.8547 0.6438 -0.4420  S5 1.687, N7 1.383, H11 1.050
11 H 2.3202 1.5235 -0.7777  C10 1.050
12 H -1.4881 1.2802 -0.4741  C1 1.240
13 H -0.0460 -2.0716 0.7132  C4 1.179
14 H 0.3270 0.0361 1.5155  C6 1.063



2.
Formula: C2F2NO3S
Source: the Open Molecules 2025 dataset
Level of theory: ωB97M-V/def2-TZVPD

- SMILES: N#CO[S@@](=O)([O-])=C(F)F
- E_HOMO: -4.48 eV
- Total charge: -1
- Kohn-Sham gap: 8.28 eV
- Energy relative to the best compared isomer or geometry (same formula, charge and spin): 268.3 kJ/mol
- Max |F|: 4.45 eV Å⁻¹

Last columns: bonded neighbours and bond lengths (Å).
Element x y z (Å)
1 F 1.0102 1.5179 -0.1224  C9 1.357
2 N 1.5261 -1.3399 -1.7133  C3 1.124
3 C 0.7199 -1.4770 -0.9418  N2 1.124, O7 1.245
4 S -0.5187 -0.0245 0.8300  O6 1.448, O7 1.798, O8 1.464, C9 1.860
5 F -1.0374 2.1540 -0.4547  C9 1.397
6 O 0.5110 -0.1346 1.8415  S4 1.448
7 O -0.1272 -1.5525 -0.0323  C3 1.245, S4 1.798
8 O -1.9158 -0.2184 1.2224  S4 1.464
9 C -0.1682 1.0749 -0.6293  F1 1.357, S4 1.860, F5 1.397



3.
Formula: C2H3FO3S
Source: the Open Molecules 2025 dataset
Level of theory: ωB97M-V/def2-TZVPD

- E_HOMO: -10.51 eV
- Total charge: 0
- Kohn-Sham gap: 9.57 eV
- Energy relative to the best compared isomer or geometry (same formula, charge and spin): 647.3 kJ/mol
- Max |F|: 8.54 eV Å⁻¹

Last columns: bonded neighbours and bond lengths (Å).
Element x y z (Å)
1 C 0.3466 -2.0496 0.6004  C2 1.218, H5 1.166
2 C 0.7677 -0.9308 0.8360  C1 1.218, H8 1.117
3 S 0.5080 1.2821 -1.3002  O6 1.436, O7 1.414
4 F -2.1635 0.3262 -0.6364  O9 1.374
5 H -0.0752 -3.0969 0.3103  C1 1.166
6 O 0.7337 2.3996 -0.4271  S3 1.436
7 O 1.6615 0.9108 -2.0288  S3 1.414
8 H 1.2769 -0.0014 1.1904  C2 1.117
9 O -1.5370 0.1793 0.5771  F4 1.374, H10 0.856
10 H -1.5188 0.9807 0.8783  O9 0.856



4.
Formula: C3H4N2S2
Source: the Open Molecules 2025 dataset
Level of theory: ωB97M-V/def2-TZVPD

- SMILES: Sc1ccnn1S
- E_HOMO: -8.59 eV
- Total charge: 0
- Kohn-Sham gap: 9.22 eV
- Energy relative to the best compared isomer or geometry (same formula, charge and spin): 187.4 kJ/mol
- Max |F|: 4.07 eV Å⁻¹

Last columns: bonded neighbours and bond lengths (Å).
Element x y z (Å)
1 N -0.8578 -0.5284 -0.3677  S7 1.728, N9 1.358, C11 1.390
2 H -0.9284 2.5547 0.1222  C5 1.048
3 H 2.5589 -0.6099 -0.0023  S4 1.317
4 S 1.6699 -1.5626 -0.1921  H3 1.317, C11 1.664
5 C -0.6423 1.5651 -0.0707  H2 1.048, N9 1.310, C10 1.445
6 H 1.6324 1.4273 0.0467  C10 1.054
7 S -1.6776 -2.0342 -0.1504  N1 1.728, H8 1.392
8 H -1.4097 -2.0786 1.2146  S7 1.392
9 N -1.5424 0.6427 -0.3031  N1 1.358, C5 1.310
10 C 0.6831 0.9898 -0.0850  C5 1.445, H6 1.054, C11 1.372
11 C 0.5140 -0.3658 -0.2121  N1 1.390, S4 1.664, C10 1.372



5.
Formula: C32H41N4O8PSi
Source: the Open Molecules 2025 dataset
Level of theory: ωB97M-V/def2-TZVPD

- SMILES: O=[N+]([O-])c1ccccc1.O=[N+]([O-])c1ccccc1.O=[N+]([O-])c1ccccc1.O=[N+]([O-])c1ccccc1.CCCCCC[SiH2]P(C)C
- E_HOMO: -7.68 eV
- Total charge: 0
- Kohn-Sham gap: 6.94 eV
- Energy relative to the best compared isomer or geometry (same formula, charge and spin): 38.4 kJ/mol
- Max |F|: 1.50 eV Å⁻¹

Last columns: bonded neighbours and bond lengths (Å).
Element x y z (Å)
1 H -2.2767 -0.4199 -2.0816  C65 1.101
2 H -3.3068 -3.0952 -1.3070  C35 1.105
3 H -0.9761 -2.2293 3.5971  C30 1.078
4 H 4.6716 -0.2845 -1.1489  C19 1.083
5 C -3.6406 0.3122 -5.2926  C7 1.569, H53 1.098, H72 1.101, C74 1.553
6 C 0.5642 -1.4158 4.8385  C30 1.386, C34 1.388, H79 1.081
7 C -4.8306 1.2398 -5.7221  C5 1.569, H45 1.105, H64 1.104, H87 1.097
8 H -2.5928 1.7356 -1.0849  C51 1.105
9 H -2.6327 -0.5017 4.2055  C21 1.083
10 H -2.7283 1.4002 -3.6932  C74 1.109
11 H 4.5063 -2.6513 8.9344  C20 1.083
12 C -1.6851 4.1997 -8.8008  C23 1.387, H36 1.081, C52 1.388
13 N 9.1704 -1.8340 6.5435  O39 1.212, C60 1.462, O68 1.212
14 H -5.9429 -2.0399 -0.0866  Si22 1.484
15 C 5.5605 -1.5313 7.4390  C20 1.390, H41 1.071, C67 1.388
16 H -1.4941 4.8631 -10.8288  C23 1.082
17 O -2.3278 3.9182 -5.3315  N83 1.211
18 N 1.5447 -3.2613 1.9281  O24 1.210, O40 1.214, C78 1.460
19 C 4.0353 -0.8869 -0.5127  H4 1.083, C61 1.390, C75 1.390
20 C 5.4564 -2.4906 8.4393  H11 1.083, C15 1.390, C28 1.390
21 C -1.6404 -0.4773 4.6395  H9 1.083, C30 1.390, C49 1.390
22 Si -5.0628 -1.2579 -0.9903  H14 1.484, C35 1.909, P73 2.209, H77 1.482
23 C -1.7606 5.1401 -9.8176  C12 1.387, H16 1.082, C38 1.390
24 O 2.0400 -4.2106 2.4917  N18 1.210
25 C -2.4460 -0.6935 1.0774  H42 1.103, H71 1.102, P73 1.866, H76 1.107
26 H 6.4789 -3.9909 9.5864  C28 1.082
27 H 5.6022 -2.2571 0.0121  C75 1.082
28 C 6.5652 -3.2440 8.8080  C20 1.390, H26 1.082, C82 1.387
29 H 8.6439 -3.6262 8.4719  C82 1.081
30 C -0.7096 -1.4499 4.2927  H3 1.078, C6 1.386, C21 1.390
31 N 2.2403 -0.3524 6.2875  C34 1.461, O58 1.215, O69 1.212
32 C 1.8769 -1.3219 0.4549  H48 1.081, C61 1.387, C78 1.388
33 C 3.7471 -2.7756 0.9490  C75 1.387, C78 1.388, H80 1.081
34 C 0.8916 -0.4034 5.7295  C6 1.388, N31 1.461, C62 1.389
35 C -4.0273 -2.5491 -1.9420  H2 1.105, Si22 1.909, H43 1.112, C86 1.575
36 H -1.3572 3.1943 -9.0236  C12 1.081
37 H 6.8557 -0.5686 6.0341  C67 1.081
38 C -2.1814 6.4348 -9.5386  C23 1.390, C55 1.390, H66 1.083
39 O 10.1094 -2.5208 6.8840  N13 1.212
40 O 0.3737 -2.9513 2.0119  N18 1.214
41 H 4.7036 -0.9536 7.1568  C15 1.071
42 H -1.6105 -0.8654 0.3777  C25 1.103
43 H -4.7499 -3.3192 -2.2919  C35 1.112
44 O -1.5993 2.4611 -6.7229  N83 1.212
45 H -4.6521 1.5675 -6.7621  C7 1.105
46 H -2.8475 7.8051 -8.0267  C55 1.082
47 H -2.0323 1.2822 5.8072  C49 1.082
48 H 0.8362 -1.0546 0.5748  C32 1.081
49 C -1.3042 0.5280 5.5394  C21 1.390, H47 1.082, C62 1.387
50 H 2.2932 0.3193 -0.8578  C61 1.082
51 C -3.5154 1.7480 -0.4770  H8 1.105, H70 1.108, P73 1.868, H81 1.099
52 C -2.0380 4.5693 -7.5107  C12 1.388, C57 1.387, N83 1.461
53 H -2.7111 0.5435 -5.8292  C5 1.098
54 H -4.3058 0.7657 -3.2044  C74 1.102
55 C -2.5230 6.7956 -8.2408  C38 1.390, H46 1.082, C57 1.387
56 H -1.6545 -0.7164 -3.6985  C65 1.110
57 C -2.4529 5.8605 -7.2186  C52 1.387, C55 1.387, H85 1.081
58 O 3.0370 -1.1954 5.9264  N31 1.215
59 H -3.9718 -2.1273 -4.0818  C86 1.099
60 C 7.8808 -2.0708 7.1904  N13 1.462, C67 1.388, C82 1.388
61 C 2.6972 -0.5474 -0.3517  C19 1.390, C32 1.387, H50 1.082
62 C -0.0325 0.5678 6.0916  C34 1.389, C49 1.387, H84 1.081
63 H -2.4696 -2.7707 -3.4259  C86 1.108
64 H -5.7678 0.6581 -5.7616  C7 1.104
65 C -2.5930 -0.6533 -3.1100  H1 1.101, H56 1.110, C74 1.567, C86 1.553
66 H -2.2443 7.1651 -10.3357  C38 1.083
67 C 6.7787 -1.3175 6.8096  C15 1.388, H37 1.081, C60 1.388
68 O 9.2310 -0.9623 5.7036  N13 1.212
69 O 2.4964 0.5303 7.0775  N31 1.212
70 H -3.3087 2.4596 0.3470  C51 1.108
71 H -2.7283 -1.6009 1.6354  C25 1.102
72 H -3.9176 -0.7175 -5.5685  C5 1.101
73 P -3.9498 0.1206 0.3298  Si22 2.209, C25 1.866, C51 1.868
74 C -3.3948 0.5178 -3.7735  C5 1.553, H10 1.109, H54 1.102, C65 1.567
75 C 4.5598 -1.9971 0.1385  C19 1.390, H27 1.082, C33 1.387
76 H -2.0632 0.0065 1.8446  C25 1.107
77 H -5.9908 -0.5542 -1.9074  Si22 1.482
78 C 2.4104 -2.4320 1.0941  N18 1.460, C32 1.388, C33 1.388
79 H 1.2850 -2.1737 4.5634  C6 1.081
80 H 4.1604 -3.6375 1.4533  C33 1.081
81 H -4.3675 2.1755 -1.0246  C51 1.099
82 C 7.7854 -3.0376 8.1814  C28 1.387, H29 1.081, C60 1.388
83 N -1.9828 3.5754 -6.4408  O17 1.211, O44 1.212, C52 1.461
84 H 0.2247 1.3514 6.7900  C62 1.081
85 H -2.7227 6.1459 -6.2117  C57 1.081
86 C -3.2804 -2.0411 -3.2320  C35 1.575, H59 1.099, H63 1.108, C65 1.553
87 H -4.9120 2.0796 -5.0203  C7 1.097



6.
Formula: C21H59N2O22P5
Source: the Open Molecules 2025 dataset
Level of theory: ωB97M-V/def2-TZVPD

- SMILES: COP(=O)(OC)OC.COP(=O)(OC)OC.COP(=O)(OC)OC.COP(=O)(OC)OC.COP(=O)(OC)OC.CNC(C)=O.CNC(C)=O
- E_HOMO: -9.37 eV
- Total charge: 0
- Kohn-Sham gap: 9.50 eV
- Max |F|: 5.29 eV Å⁻¹

Last columns: bonded neighbours and bond lengths (Å).
Element x y z (Å)
1 H 1.6690 5.6598 1.8146  C25 1.090
2 H 5.8421 0.6201 -3.4221  C17 1.090
3 O 1.5387 8.8535 2.6088  C74 1.201
4 O -4.2109 -5.2497 0.0750  P62 1.648, C92 1.466
5 H -0.3507 0.1529 4.2786  C40 1.090
6 C 0.7130 -4.1597 -3.1819  H18 1.090, H41 1.090, O88 1.423, H102 1.090
7 H 7.4862 -2.3225 -5.6259  C78 1.090
8 H -2.6298 5.4183 3.4910  C72 1.090
9 C -3.2099 -2.9797 -2.5485  O31 1.396, H34 1.090, H57 1.090, H101 1.090
10 H -3.5372 -4.5895 1.9093  C92 1.090
11 H 1.2615 2.9276 1.3783  C36 1.090
12 H -0.0848 -1.6749 -1.1783  C81 1.090
13 H 4.1982 0.8090 -2.7275  C17 1.090
14 H 3.1863 -2.4249 -1.4435  C68 1.090
15 O 5.1848 -0.8841 -2.2172  C17 1.385, P100 1.641
16 H -0.3502 3.7982 4.6592  C55 1.090
17 C 5.2149 0.4611 -2.5448  H2 1.090, H13 1.090, O15 1.385, H95 1.090
18 H 1.1655 -4.7823 -3.9538  C6 1.090
19 H 2.6609 -1.0790 -5.7706  C106 1.090
20 H -3.2706 -3.4534 0.5572  C92 1.090
21 O 1.5506 2.9907 6.4680  P76 1.488
22 H 2.3517 -0.4028 -4.1588  C106 1.090
23 C -2.3423 3.2690 2.0130  N54 1.336, C80 1.509, O103 1.210
24 P -1.4039 -3.0996 -4.4886  O31 1.621, O65 1.620, O69 1.490, O88 1.622
25 C 1.5223 6.5385 1.1865  H1 1.090, H70 1.090, N71 1.454, H97 1.090
26 H 1.7650 -2.7895 -0.4992  C68 1.090
27 H -1.2462 9.9960 1.9900  C28 1.090
28 C -0.7542 9.2998 2.6692  H27 1.090, H32 1.090, H38 1.090, C74 1.563
29 H -0.5502 6.8246 1.5236  N71 1.010
30 O 4.7548 -3.4384 -3.0779  P100 1.533
31 O -2.4466 -2.3260 -3.5175  C9 1.396, P24 1.621
32 H -0.6142 9.6285 3.6990  C28 1.090
33 H -2.2715 1.8565 0.4060  C80 1.090
34 H -4.2528 -3.1159 -2.8346  C9 1.090
35 H 0.2605 -1.2218 -6.9600  C37 1.090
36 C 1.4717 2.5342 0.3837  H11 1.090, H50 1.090, O90 1.347, H107 1.090
37 C -0.1018 -2.2186 -6.7087  H35 1.090, H48 1.090, H53 1.090, O65 1.480
38 H -1.5840 8.6226 2.8717  C28 1.090
39 H -1.0645 -1.7469 0.4155  C81 1.090
40 C -0.0410 1.1684 4.5258  H5 1.090, H46 1.090, H58 1.090, O99 1.411
41 H 1.5670 -3.8988 -2.5569  C6 1.090
42 H 0.3481 5.3794 4.3955  C55 1.090
43 H -8.0894 -6.8828 -1.4373  C47 1.090
44 H -2.1899 -4.8055 0.7948  C92 1.090
45 O -6.4616 -6.2863 -0.4731  C47 1.382, P62 1.648
46 H -0.2884 1.7157 3.6162  C40 1.090
47 C -7.8414 -6.3158 -0.5400  H43 1.090, O45 1.382, H51 1.090, H84 1.090
48 H 0.7120 -2.8762 -6.4031  C37 1.090
49 O 2.8095 -1.0313 0.0126  C68 1.428, P108 1.591
50 H 1.7261 3.2731 -0.3762  C36 1.090
51 H -8.2423 -5.3117 -0.6784  C47 1.090
52 C 4.5816 3.3800 4.4099  H60 1.090, O61 1.428, H64 1.090, H93 1.090
53 H -0.5010 -2.4599 -7.6938  C37 1.090
54 N -3.0805 3.3931 3.1190  C23 1.336, H66 1.010, C72 1.440
55 C 0.3406 4.3542 4.0253  H16 1.090, H42 1.090, H79 1.090, O89 1.456
56 H 2.4633 -2.1874 -4.4277  C106 1.090
57 H -3.3586 -2.3519 -1.6699  C9 1.090
58 H -0.5932 1.5304 5.3930  C40 1.090
59 O -5.4407 -6.6489 1.8670  P62 1.632, C82 1.399
60 H 4.7020 4.2759 5.0190  C52 1.090
61 O 3.6812 2.4234 4.9685  C52 1.428, P76 1.641
62 P -5.6963 -5.4876 0.7487  O4 1.648, O45 1.648, O59 1.632, O63 1.465
63 O -6.3971 -4.2609 1.1376  P62 1.465
64 H 5.5959 2.9969 4.2982  C52 1.090
65 O -1.2363 -2.1141 -5.7637  P24 1.620, C37 1.480
66 H -3.8849 2.7851 3.1767  N54 1.010
67 H -3.5927 4.6772 4.6619  C72 1.090
68 C 2.7758 -2.3866 -0.4345  H14 1.090, H26 1.090, O49 1.428, H77 1.090
69 O -1.8352 -4.4686 -4.8882  P24 1.490
70 H 1.5139 6.2918 0.1249  C25 1.090
71 N 0.3504 7.2647 1.6475  C25 1.454, H29 1.010, C74 1.324
72 C -3.4493 4.7054 3.5817  H8 1.090, N54 1.440, H67 1.090, H109 1.090
73 H -2.9553 1.2326 1.9347  C80 1.090
74 C 0.4782 8.4571 2.2075  O3 1.201, C28 1.563, N71 1.324
75 H -1.2663 1.3119 1.7072  C80 1.090
76 P 2.0605 2.6389 5.1149  O21 1.488, O61 1.641, O89 1.605, O99 1.631
77 H 3.2722 -3.1088 0.2137  C68 1.090
78 C 7.3818 -2.7161 -4.6148  H7 1.090, H86 1.090, H91 1.090, O96 1.438
79 H -0.0778 4.2700 3.0224  C55 1.090
80 C -2.1827 1.8616 1.4924  C23 1.509, H33 1.090, H73 1.090, H75 1.090
81 C -0.4938 -1.1634 -0.3070  H12 1.090, H39 1.090, O87 1.404, H94 1.090
82 C -4.9674 -7.9182 1.5179  O59 1.399, H83 1.090, H85 1.090, H98 1.090
83 H -4.0105 -8.1900 1.9635  C82 1.090
84 H -8.3709 -6.7659 0.2997  C47 1.090
85 H -5.6032 -8.7424 1.8414  C82 1.090
86 H 7.0581 -3.7560 -4.5708  C78 1.090
87 O 0.4325 -0.3106 0.3143  C81 1.404, P108 1.625
88 O -0.0332 -3.0312 -3.6239  C6 1.423, P24 1.622
89 O 1.6747 3.7720 4.0461  C55 1.456, P76 1.605
90 O 2.2751 1.4542 0.4296  C36 1.347, P108 1.669
91 H 8.3660 -2.7883 -4.1520  C78 1.090
92 C -3.2332 -4.4979 0.8666  O4 1.466, H10 1.090, H20 1.090, H44 1.090
93 H 4.1879 3.6187 3.4219  C52 1.090
94 H -1.0009 -0.2631 -0.6541  C81 1.090
95 H 5.6123 1.0331 -1.7064  C17 1.090
96 O 6.6339 -1.6774 -3.9589  C78 1.438, P100 1.649
97 H 2.4992 6.8863 1.5223  C25 1.090
98 H -4.5427 -8.1042 0.5314  C82 1.090
99 O 1.3606 1.3181 4.4612  C40 1.411, P76 1.631
100 P 5.1032 -1.9879 -3.4293  O15 1.641, O30 1.533, O96 1.649, O105 1.601
101 H -2.8676 -3.8363 -1.9678  C9 1.090
102 H 0.0220 -4.8409 -2.6853  C6 1.090
103 O -1.8804 4.2217 1.4274  C23 1.210
104 O 1.5658 0.2676 -1.9509  P108 1.532
105 O 4.2751 -1.2136 -4.5601  P100 1.601, C106 1.435
106 C 2.8478 -1.2056 -4.7042  H19 1.090, H22 1.090, H56 1.090, O105 1.435
107 H 0.4344 2.3302 0.1182  C36 1.090
108 P 1.8049 0.1134 -0.4461  O49 1.591, O87 1.625, O90 1.669, O104 1.532
109 H -4.3300 5.1879 3.1578  C72 1.090